[1]
This record from the Open Molecules 2025 dataset describes a 2-piece molecular cluster, C5H7ClN2 overall in a non-equilibrium geometry. The level of theory is ωB97M-V with the def2-TZVPD basis set.

Computed properties:
- Energy above the lowest of the compared OMol25 structures with the same formula, charge and spin: 27.69 kcal/mol
- Kohn-Sham gap: 9.8 eV
- Total energy: -20800.0670 eV
- SMILES: C=Cn1ccnc1.Cl
- Highest occupied orbital energy: -9.196 eV

Atoms and positions in Å:
C (0.857, -1.494, -0.904)
C (1.151, -0.598, 0.069)
N (0.191, -0.043, 0.895)
C (-1.216, -0.153, 0.777)
C (-1.670, 0.580, 1.850)
N (-0.629, 1.138, 2.601)
C (0.455, 0.758, 1.978)
H (1.681, -1.846, -1.566)
H (-0.164, -1.663, -1.256)
H (2.181, -0.300, 0.240)
H (-1.701, -0.853, 0.065)
H (-2.708, 0.692, 2.046)
H (1.508, 0.716, 2.345)
Cl (0.395, 1.897, -3.475)
H (0.293, 1.006, -2.610)

Force components x, y, z for each atom (eV/Å):
1.00 1.24 -0.46
-0.18 -1.65 -1.48
-1.17 0.34 -0.13
1.08 -0.01 0.88
0.77 -0.37 -0.93
-0.41 -0.37 -0.71
0.58 -1.22 0.33
-0.80 0.21 0.75
0.37 -0.29 0.42
-0.19 -0.03 0.28
0.46 1.00 0.68
-0.45 0.37 0.58
-1.08 0.81 -0.25
0.09 0.87 -0.84
-0.07 -0.91 0.89

natural (NBO) population analysis, charges in e, atoms 1 to 2: -0.466, 0.009

=====

[2]
This record from the Open Molecules 2025 dataset describes an isolated molecule of C5H7ClN2O in a non-equilibrium geometry. The level of theory is ωB97M-V with the def2-TZVPD basis set.

Computed properties:
- Energy above the lowest of the compared OMol25 structures with the same formula, charge and spin: 129.91 kcal/mol
- Kohn-Sham gap (spin up / spin down): 7.8 / 8.4 eV
- Total energy: -22842.6689 eV
- Highest occupied orbital energy (spin up / spin down): -7.543 / -8.231 eV

Atoms and positions in Å:
C (-0.700, 1.784, -0.556)
C (-1.143, 0.451, -1.034)
C (1.164, 1.046, 0.909)
C (0.537, -0.277, 0.968)
C (0.534, -2.588, 0.439)
N (0.204, 2.073, 0.301)
N (-1.016, -0.159, -2.120)
O (0.986, -1.296, 0.365)
Cl (-0.721, -0.495, 2.291)
H (-1.346, 2.602, -0.945)
H (-1.906, -0.080, -0.410)
H (1.358, 1.317, 1.927)
H (2.176, 1.044, 0.318)
H (-0.467, -2.701, 0.912)
H (0.877, -3.225, -0.351)
H (-0.537, 0.505, -3.013)

Force components x, y, z for each atom (eV/Å):
0.54 0.39 0.79
-1.23 -0.75 0.99
-0.08 0.37 -2.05
-1.52 0.26 1.77
-0.97 1.35 0.58
0.54 -0.02 -0.42
1.41 2.11 -4.73
-0.03 -2.64 -0.69
1.31 0.11 -1.42
0.59 -0.20 0.34
0.94 0.41 0.42
0.19 0.80 0.41
-2.03 -0.04 0.98
1.08 0.00 -0.38
0.27 0.12 -0.13
-1.00 -2.25 3.54

natural (NBO) population analysis, charges in e, atoms 1 to 2: 0.051, 0.019

=====

[3]
This record from the Open Molecules 2025 dataset describes a 2-piece molecular cluster, C5H7ClNP overall in a non-equilibrium geometry. The level of theory is ωB97M-V with the def2-TZVPD basis set.

Computed properties:
- Energy above the lowest of the compared OMol25 structures with the same formula, charge and spin: 0.00 kcal/mol
- Kohn-Sham gap: 9.0 eV
- Total energy: -28595.1302 eV
- SMILES: C=C/N=C\CCl.C#P
- Highest occupied orbital energy: -8.697 eV

Atoms and positions in Å:
C (1.994, 0.842, -1.086)
C (1.490, 1.519, 0.022)
N (0.636, 1.010, 0.927)
C (-0.575, 0.798, 1.009)
C (-1.740, 1.029, 0.141)
Cl (-1.925, 0.007, -1.355)
H (1.816, -0.212, -1.398)
H (3.010, 0.975, -1.508)
H (2.037, 2.448, 0.340)
H (-0.984, 0.325, 1.955)
H (-1.849, 2.017, -0.324)
H (-2.702, 0.864, 0.561)
C (0.033, -1.944, 0.417)
P (-1.195, -2.790, 0.831)
H (0.943, -1.337, 0.199)

Force components x, y, z for each atom (eV/Å):
0.69 -0.60 1.35
2.72 -0.48 -3.08
0.41 0.47 0.90
-2.18 -1.32 2.08
-0.96 1.15 -3.06
0.47 -0.08 -0.04
-1.12 0.85 0.62
-0.80 1.33 0.35
-0.80 -0.93 -0.29
1.04 0.45 -0.71
0.70 0.08 0.49
-0.31 -0.27 1.24
0.32 -0.33 0.34
1.05 0.59 -0.39
-1.24 -0.92 0.18

natural (NBO) population analysis, charges in e, atoms 1 to 2: -0.503, -0.023

=====

[4]
This record from the Open Molecules 2025 dataset describes an isolated molecule of C5H7ClO in a non-equilibrium geometry. The level of theory is ωB97M-V with the def2-TZVPD basis set.

Computed properties:
- Energy above the lowest of the compared OMol25 structures with the same formula, charge and spin: 10.77 kcal/mol
- Kohn-Sham gap: 10.3 eV
- Total energy: -19867.4852 eV
- SMILES: O[C@@H]1C=CC[C@H]1Cl
- Highest occupied orbital energy: -9.539 eV

Atoms and positions in Å:
O (0.183, -0.427, 2.120)
C (0.229, 0.492, 1.042)
C (-1.089, 0.730, 0.364)
C (-1.090, 0.180, -0.909)
C (0.092, -0.716, -1.156)
C (1.104, -0.088, -0.105)
Cl (1.924, 1.246, -0.986)
H (-0.150, -1.250, 1.772)
H (0.700, 1.390, 1.405)
H (-1.919, 1.261, 0.842)
H (-1.916, 0.330, -1.617)
H (-0.287, -1.695, -0.911)
H (0.367, -0.718, -2.160)
H (1.853, -0.736, 0.297)

Force components x, y, z for each atom (eV/Å):
0.12 0.40 0.32
0.25 -0.70 -0.83
-0.26 -0.80 -2.56
-1.09 1.44 2.67
-0.57 1.35 2.40
-1.11 -0.10 -1.22
0.22 -0.01 0.18
-0.31 -0.46 -0.02
0.02 0.34 0.35
0.44 -0.09 -0.37
0.36 -0.31 0.35
0.38 -0.72 0.24
1.07 0.05 -1.55
0.48 -0.39 0.05

natural (NBO) population analysis, charges in e, atoms 1 to 2: -0.697, 0.028

=====

Among the records above, which one has the highest energy above the lowest of the compared OMol25 structures with the same formula, charge and spin?
C5H7ClN2O

=====

Among the records above, which one has the highest energy above the lowest of the compared OMol25 structures with the same formula, charge and spin?
C5H7ClN2O

=====

Among the records above, which one has the lowest energy above the lowest of the compared OMol25 structures with the same formula, charge and spin?
C5H7ClNP